A | The following is a DFT calculation (the ωB97M-V functional and the def2-TZVPD basis) of a 2-piece molecular cluster, C2H2N3P overall.

Computed properties:
- E_HOMO: -10.636 eV
- Multiplicity: 1

Last column: Löwdin charge in e.
Geometry (Å):
C  0.133  1.337  0.525  -0.08
C  -0.364  -3.022  -2.828  -0.46
N  0.079  0.834  -0.533  -0.04
N  -0.737  -3.661  -3.701  0.09
N  0.381  -2.895  -0.288  -0.23
P  0.212  -1.970  -1.480  0.82
H  0.663  -2.698  0.599  -0.05
H  0.104  0.398  -1.449  -0.04

B | The following is a DFT calculation (the ωB97M-V functional and the def2-TZVPD basis) of a 2-piece molecular cluster, C2H2N3P overall.

Computed properties:
- E_HOMO (spin up / spin down): -10.838 / -10.838 eV
- Multiplicity: 1

Last column: Löwdin charge in e.
Geometry (Å):
C  1.522  -1.321  0.014  -0.35
C  0.567  1.444  0.089  -0.51
N  2.256  -2.087  0.435  -0.06
N  0.963  2.204  0.851  0.12
N  -1.491  0.001  -0.299  -0.22
P  -0.060  0.280  -1.094  0.92
H  -2.175  -0.622  -0.699  0.05
H  -1.581  0.103  0.703  0.06

Here is how they stack up, most stable first: B, A.

A | The following is a DFT calculation (the ωB97M-V functional and the def2-TZVPD basis) of one molecule with the formula C3H3BrO2.

Computed properties:
- E_HOMO: -9.277 eV
- SMILES: CC(=O)C(=O)Br
- Multiplicity: 1

Last column: Löwdin charge in e.
Geometry (Å):
C  -0.710  0.063  -0.183  -0.40
C  0.700  0.002  -1.444  -0.67
C  -0.308  -0.290  1.156  -0.04
O  -1.683  0.507  -0.664  0.14
O  0.941  -0.819  -2.236  0.05
Br  1.692  1.716  -1.260  0.59
H  0.407  0.532  1.398  0.10
H  0.137  -1.327  1.414  0.13
H  -1.176  -0.386  1.818  0.09

B | The following is a DFT calculation (the ωB97M-V functional and the def2-TZVPD basis) of one molecule with the formula C3H3BrO2.

Computed properties:
- E_HOMO: -9.521 eV
- SMILES: CC(=O)C(=O)Br
- Multiplicity: 1

Last column: Löwdin charge in e.
Geometry (Å):
C  -0.205  -0.543  -0.532  -0.42
C  1.090  0.712  -0.773  -0.73
C  -0.959  -0.251  0.671  -0.03
O  -0.290  -1.435  -1.307  0.12
O  0.902  1.847  -1.063  0.03
Br  2.734  0.040  -0.054  0.70
H  -1.041  0.885  0.718  0.11
H  -0.311  -0.537  1.609  0.14
H  -1.920  -0.718  0.730  0.08

Here is how they stack up, most stable first: B, A.

A | The following is a DFT calculation (the ωB97M-V functional and the def2-TZVPD basis) of C2H10BClCoO2 as an isolated structure.

Computed properties:
- E_HOMO (spin up / spin down): -13.788 / -13.721 eV
- ⟨S²⟩: 6.012
- Charge: +1
- Multiplicity: 5

Last column: Löwdin charge in e.
Geometry (Å):
Co  0.488  -1.337  3.146  0.87
B  1.854  -2.673  1.702  -0.34
H  1.183  -1.922  1.315  -0.10
H  2.816  -2.252  1.455  -0.02
H  1.816  -2.728  2.779  -0.07
H  1.733  -3.559  1.098  -0.02
Cl  0.232  0.691  1.879  0.02
C  -0.389  1.376  -1.864  -0.15
C  -1.889  1.292  -1.596  -0.08
O  -2.105  0.540  -0.395  0.10
O  0.249  2.411  -1.202  0.10
H  -0.194  1.549  -2.922  0.16
H  -0.018  0.417  -1.504  0.16
H  -2.458  1.035  -2.489  0.15
H  -2.173  2.320  -1.371  0.17
H  -1.368  0.558  0.220  -0.02
H  0.222  2.280  -0.251  0.06

B | The following is a DFT calculation (the ωB97M-V functional and the def2-TZVPD basis) of C2H10BClCoO2 as an isolated structure.

Computed properties:
- E_HOMO (spin up / spin down): -14.446 / -14.424 eV
- ⟨S²⟩: 6.012
- Charge: +1
- Multiplicity: 5

Last column: Löwdin charge in e.
Geometry (Å):
Co  3.372  0.459  0.283  0.89
B  3.411  2.465  1.225  -0.35
H  3.355  1.604  1.872  -0.05
H  3.350  3.357  1.828  0.01
H  4.352  2.477  0.697  -0.03
H  2.675  2.326  0.448  -0.07
Cl  0.902  0.112  0.284  0.06
C  -2.196  -2.114  -0.969  -0.11
C  -2.823  -0.736  -0.619  -0.13
O  -2.246  -0.203  0.512  0.11
O  -0.884  -2.011  -1.462  0.08
H  -2.760  -2.525  -1.807  0.15
H  -2.216  -2.768  -0.097  0.16
H  -3.880  -0.872  -0.390  0.15
H  -2.778  0.031  -1.392  0.17
H  -1.300  -0.064  0.422  -0.03
H  -0.333  -1.538  -0.835  -0.02

Here is how they stack up, most stable first: B, A.